{
  "formula": "C3H10O3S",
  "method": "the ωB97M-V functional and the def2-TZVPD basis",
  "elements": ["S", "O", "O", "O", "C", "C", "C", "H", "H", "H", "H", "H", "H", "H", "H", "H", "H"],
  "positions_angstrom": [[1.283, -0.835, 0.191], [0.655, -2.766, -2.644], [-0.593, 1.694, 1.243], [-2.475, 0.119, 3.186], [-0.454, 1.079, -1.039], [-0.418, 2.058, 0.107], [0.850, 0.256, -1.166], [1.647, 0.979, -1.388], [0.745, -0.341, -2.074], [-2.637, 1.030, 3.459], [1.534, -2.765, -2.254], [0.486, -3.694, -2.846], [-1.308, 0.432, -0.840], [-0.262, 3.140, -0.038], [0.708, -0.144, 1.181], [-0.590, 1.618, -1.978], [-1.594, 0.225, 2.799]],
  "relative_energy_kj_mol": 47.9,
  "multiplicity": 1,
  "smiles": "O=CCCS.O.O",
  "e_lumo_ev": 0.6,
  "total_energy_ev": -20250.270,
  "orbital_gap_ev": 9.699
}